No. 1
{
  "formula": "C5H9IO",
  "method": "wB97M-V/def2-TZVPD",
  "symbols": ["O", "C", "C", "I", "H", "H", "H", "C", "C", "C", "H", "H", "H", "H", "H", "H"],
  "positions_angstrom": [[-2.13161, -3.67767, -0.13544], [-2.69739, -2.44671, 0.02393], [-2.06726, -1.27401, -0.15340], [-3.39992, 0.38191, -0.00449], [-1.17164, -3.75579, -0.09375], [-3.73752, -2.60027, 0.22840], [-1.00065, -1.24239, -0.24028], [2.26080, 0.36521, -0.30091], [1.35479, 1.34577, -0.17814], [1.63678, 2.70614, 0.38478], [2.32420, -0.67302, -0.71305], [3.21867, 0.56898, 0.13121], [0.39203, 1.21860, -0.64903], [0.80241, 2.89543, 1.10309], [2.68418, 2.73183, 0.97667], [1.53214, 3.45598, -0.37959]],
  "atomic_forces_ev_per_a": [[-0.242, -0.518, 0.352], [1.520, 0.017, -0.707], [-2.017, -0.841, 0.792], [0.946, -0.282, -0.063], [-0.060, 0.652, -0.058], [-0.420, 0.361, -0.039], [0.316, 0.631, -0.269], [0.488, -0.195, 0.398], [0.841, -1.153, -1.195], [0.915, -0.876, 2.372], [-1.240, 1.158, 0.064], [0.644, 0.308, 0.332], [-0.411, 0.009, 0.077], [0.784, 0.174, -0.208], [-2.436, 0.147, -1.552], [0.372, 0.407, -0.297]],
  "homo_lumo_gap_ev": 9.026,
  "relative_energy_kcal_mol": 44.2,
  "smiles": "O/C=C/I.C=CC",
  "homo_ev": -8.6858,
  "total_energy_ev": -15476.6014,
  "spin_multiplicity": 1
}

No. 2
{
  "formula": "C5H7N2O2",
  "method": "wB97M-V/def2-TZVPD",
  "symbols": ["C", "C", "C", "C", "C", "N", "N", "O", "O", "H", "H", "H", "H", "H", "H", "H"],
  "positions_angstrom": [[-2.74058, -0.18449, 1.63515], [-1.48623, 0.92260, -0.25111], [-0.21801, -0.73097, 1.24158], [-0.24697, 0.19744, 0.08787], [1.07388, 0.79220, -0.28523], [-2.64988, 0.53267, 0.60059], [-0.20262, -1.28844, -0.15023], [-3.14461, -0.72630, 2.55268], [-1.58193, 1.73244, -1.12316], [0.62586, -0.80545, 1.98576], [1.27340, 0.66013, -1.32195], [1.91737, 0.42055, 0.22754], [1.10071, 1.82558, -0.36788], [-3.60327, 0.82075, 0.17018], [0.67574, -1.59430, -0.51208], [-0.98099, -1.78696, -0.49416]],
  "atomic_forces_ev_per_a": [[2.771, -1.921, 1.578], [-0.156, 0.549, -0.975], [-2.553, 0.939, 0.948], [2.372, -1.261, 1.729], [-0.610, -0.153, -1.812], [-2.540, 2.095, -3.368], [0.673, 0.935, 1.353], [-0.663, 0.185, 0.010], [-0.583, -0.931, 1.363], [-0.730, -0.202, -1.565], [0.121, -0.869, -1.251], [0.608, -0.425, 1.010], [-0.258, 2.256, 1.003], [1.931, -0.222, 0.869], [0.661, -0.261, -0.588], [-1.044, -0.714, -0.305]],
  "homo_lumo_gap_ev": [8.410, 8.409],
  "total_charge": 1,
  "relative_energy_kcal_mol": 116.8,
  "homo_ev": [-12.8400, -12.8389],
  "total_energy_ev": -12362.5326,
  "spin_multiplicity": 1
}

Question: What is the formula in the second record?
Answer: C5H7N2O2

Copy entry 1 word for word.
{
  "formula": "C5H9IO",
  "method": "wB97M-V/def2-TZVPD",
  "symbols": ["O", "C", "C", "I", "H", "H", "H", "C", "C", "C", "H", "H", "H", "H", "H", "H"],
  "positions_angstrom": [[-2.13161, -3.67767, -0.13544], [-2.69739, -2.44671, 0.02393], [-2.06726, -1.27401, -0.15340], [-3.39992, 0.38191, -0.00449], [-1.17164, -3.75579, -0.09375], [-3.73752, -2.60027, 0.22840], [-1.00065, -1.24239, -0.24028], [2.26080, 0.36521, -0.30091], [1.35479, 1.34577, -0.17814], [1.63678, 2.70614, 0.38478], [2.32420, -0.67302, -0.71305], [3.21867, 0.56898, 0.13121], [0.39203, 1.21860, -0.64903], [0.80241, 2.89543, 1.10309], [2.68418, 2.73183, 0.97667], [1.53214, 3.45598, -0.37959]],
  "atomic_forces_ev_per_a": [[-0.242, -0.518, 0.352], [1.520, 0.017, -0.707], [-2.017, -0.841, 0.792], [0.946, -0.282, -0.063], [-0.060, 0.652, -0.058], [-0.420, 0.361, -0.039], [0.316, 0.631, -0.269], [0.488, -0.195, 0.398], [0.841, -1.153, -1.195], [0.915, -0.876, 2.372], [-1.240, 1.158, 0.064], [0.644, 0.308, 0.332], [-0.411, 0.009, 0.077], [0.784, 0.174, -0.208], [-2.436, 0.147, -1.552], [0.372, 0.407, -0.297]],
  "homo_lumo_gap_ev": 9.026,
  "relative_energy_kcal_mol": 44.2,
  "smiles": "O/C=C/I.C=CC",
  "homo_ev": -8.6858,
  "total_energy_ev": -15476.6014,
  "spin_multiplicity": 1
}